No. 1
Entry from OMol25: a structure of composition C15H18AsF6I2N3O6S5Zn at a distorted geometry (ωB97M-V with the def2-TZVPD basis set).

```
57
Properties=species:S:1:pos:R:3:lowdin_charge:R:1
Zn -0.16 -1.43 0.12 0.480
O -2.09 3.23 0.23 0.032
C -1.35 3.31 1.36 -0.278
C -1.21 4.56 1.96 -0.014
C -0.47 4.70 3.12 -0.082
C 0.15 3.60 3.69 -0.084
C 0.04 2.37 3.09 -0.023
C -0.71 2.21 1.93 -0.091
C -0.86 0.85 1.32 -0.447
O 0.21 0.13 1.23 -0.142
N -2.05 0.54 0.90 0.022
N -2.14 -0.76 0.37 -0.143
C -3.15 -0.91 -0.39 -0.928
S -3.47 -2.45 -1.16 0.947
C -5.10 -1.96 -1.78 -0.514
C -5.03 -0.49 -2.15 -0.514
S -4.27 0.38 -0.75 0.968
H -2.38 2.30 0.14 0.043
H -1.72 5.41 1.51 0.116
H -0.40 5.68 3.59 0.103
H 0.71 3.71 4.61 0.101
H 0.53 1.50 3.51 0.070
H -5.85 -2.14 -1.01 0.079
H -5.32 -2.59 -2.65 0.081
H -6.01 -0.07 -2.32 0.080
H -4.40 -0.34 -3.03 0.079
F 2.62 -4.84 -2.26 0.160
C 1.66 -3.93 -2.23 -0.675
F 2.18 -2.75 -2.56 0.104
F 0.71 -4.24 -3.10 0.156
S 0.92 -3.91 -0.51 0.623
O -0.46 -3.47 -0.67 -0.360
O 1.16 -5.20 0.04 -0.230
N 1.77 -2.71 0.16 -0.326
S 1.82 -2.86 1.81 0.562
O 0.42 -2.72 2.21 -0.511
O 2.52 -3.99 2.33 -0.252
C 3.18 -1.53 2.07 -0.724
F 3.82 -1.81 3.19 0.121
F 4.03 -1.72 1.06 0.132
F 2.79 -0.27 2.06 0.122
I 0.86 -1.50 4.58 0.440
I 1.78 -0.36 6.80 0.046
C 2.84 0.42 -1.08 -0.232
As 1.37 0.80 -2.24 0.740
C 2.07 0.84 -4.03 -0.249
C 0.80 2.59 -1.85 -0.226
S -0.26 -0.54 -2.19 0.299
H 3.73 0.94 -1.45 0.051
H 3.01 -0.65 -1.05 0.016
H 2.59 0.78 -0.08 0.029
H 2.86 1.59 -4.11 0.042
H 1.25 1.08 -4.71 0.040
H 2.46 -0.14 -4.28 0.038
H 1.61 3.29 -2.03 0.046
H 0.48 2.64 -0.81 0.028
H -0.05 2.82 -2.49 0.047
```

## Properties
Highest occupied orbital energy   -8.309 eV
HOMO-LUMO gap   0.2746 Ha

=====

No. 2
Entry from OMol25: a structure of composition C4H4O2Tm at a distorted geometry (ωB97M-V with the def2-TZVPD basis set).

```
11
Properties=species:S:1:pos:R:3:lowdin_charge:R:1
C 2.95 -2.05 -0.39 0.389
O 3.00 -2.98 -1.05 0.342
H 3.17 -3.80 -1.59 0.278
C 0.52 0.69 0.69 0.181
C -0.69 0.81 0.24 0.141
C -1.94 0.99 -0.34 -0.148
O -2.76 1.88 0.01 -0.187
Tm -4.06 2.93 1.56 2.528
H 0.71 0.17 1.64 0.141
H 1.35 1.22 0.22 0.148
H -2.26 0.15 -0.98 0.188
```

## Properties
Charge   +4
Spin multiplicity   4
Highest occupied orbital energy (alpha / beta)   -24.837 / -25.061 eV
HOMO-LUMO gap (alpha / beta)   0.2297 / 0.1213 Ha

=====

For the records above, the corresponding relative energy (zero: lowest compared OMol25 entry of this formula, charge and spin) values read 31.21 3.85 kcal per mole.